No. 1
{
  "formula": "C22H39Cl2N4O3SSm",
  "method": "ωB97M-V/def2-TZVPD",
  "species": ["O", "C", "C", "C", "H", "C", "H", "C", "H", "C", "H", "C", "H", "H", "C", "C", "H", "H", "H", "C", "C", "H", "H", "H", "H", "Sm", "Cl", "Cl", "C", "O", "N", "C", "C", "H", "H", "H", "H", "H", "H", "H", "H", "H", "C", "C", "N", "H", "C", "O", "H", "H", "H", "H", "C", "N", "C", "C", "S", "N", "C", "C", "H", "H", "H", "H", "H", "H", "H", "H", "H", "H", "H", "H"],
  "positions_angstrom": [[1.4743, 1.0665, -1.3990], [1.3550, 1.4972, -2.6456], [1.3704, 3.0131, -2.6172], [1.0390, 3.7123, -1.4721], [0.7958, 3.1612, -0.5696], [1.0267, 5.1078, -1.4761], [0.7529, 5.6447, -0.5730], [1.3661, 5.8039, -2.6294], [1.3600, 6.8905, -2.6372], [1.7209, 5.0973, -3.7791], [1.9970, 5.6321, -4.6829], [1.7216, 3.7091, -3.7727], [1.9908, 3.1532, -4.6676], [2.2445, 1.1547, -3.1727], [0.3726, -0.5314, -3.7766], [0.1794, 0.9067, -3.4145], [-0.2443, -0.8339, -4.6222], [0.1140, -1.1944, -2.9266], [1.4117, -0.7058, -3.9884], [-0.9740, 1.6551, -3.6230], [-2.2317, 1.1602, -4.2662], [-0.9728, 2.6681, -3.2739], [-2.4613, 1.7338, -5.1548], [-3.0833, 1.2639, -3.5779], [-2.1698, 0.1048, -4.5383], [-0.0037, -0.0442, -0.5891], [-1.0979, 1.9576, 0.6092], [-1.7536, -0.1080, -2.1316], [-2.4756, -1.1684, 0.6935], [-1.2291, -1.3914, 0.7387], [-3.2427, -1.9033, 1.4851], [-2.7923, -3.1509, 2.0889], [-4.6032, -1.4469, 1.7851], [-2.9231, -0.4266, 0.0570], [-1.7398, -3.2889, 1.8560], [-3.3842, -3.9733, 1.6794], [-2.9369, -3.1127, 3.1753], [-4.7202, -0.4197, 1.4212], [-4.7691, -1.4604, 2.8681], [-5.3173, -2.0955, 1.2954], [1.8289, -5.0126, -1.3736], [4.3847, -4.1097, -1.0045], [1.8453, -4.2003, -2.1090], [4.0937, -3.2630, -1.6345], [2.6569, -3.0944, -1.6202], [0.8312, -3.8533, -2.2920], [2.1291, -1.9678, -1.2535], [0.8619, -1.8847, -1.1485], [4.5563, -2.3493, -1.2524], [2.7899, -1.1156, -1.0648], [2.2648, -4.5794, -3.0468], [4.4441, -3.4490, -2.6553], [2.5012, -0.1621, 3.1979], [1.2076, -0.0781, 3.9125], [1.2897, -0.0837, 5.3461], [-0.0041, -0.0034, 3.3910], [0.1375, -0.0062, 1.7839], [-1.2091, 0.0789, 3.9249], [-1.3094, 0.0851, 5.3476], [-2.4923, 0.1908, 3.2211], [3.3619, -0.2182, 3.8933], [2.6579, 0.7193, 2.5541], [2.5432, -1.0568, 2.5543], [0.8603, 0.8619, 5.7480], [0.7415, -0.9658, 5.7479], [2.2972, -0.1490, 5.7510], [-1.7298, 1.0102, 5.7487], [-1.8456, -0.7786, 5.7492], [-0.3141, 0.0203, 5.7646], [-2.5403, 1.0582, 2.5552], [-2.6442, -0.7001, 2.5916], [-3.3629, 0.2184, 3.8968]],
  "lowdin_charge": [-0.3563, -0.4685, -0.1839, -0.0466, 0.0357, -0.0759, 0.0998, -0.1098, 0.0921, -0.0997, 0.0928, -0.0446, 0.1149, 0.1351, -0.1263, -0.3516, 0.0839, 0.0050, 0.0752, -0.1961, -0.2133, 0.1104, 0.0695, 0.0516, 0.0419, 0.8020, -0.0194, 0.4010, -0.3782, -0.3818, -0.2348, -0.0071, -0.0316, 0.0730, 0.0930, 0.0959, 0.0958, 0.1088, 0.0915, 0.0892, 0.1034, 0.0990, 0.0015, -0.0258, -0.1600, 0.0971, -0.2384, -0.2129, 0.0975, 0.1555, 0.1004, 0.0989, -0.0906, -0.2105, -0.0987, -0.6540, 0.7474, -0.1392, -0.0951, -0.0510, 0.0882, 0.0838, 0.0691, 0.1152, 0.1118, 0.0949, 0.1078, 0.1025, -0.0151, 0.0497, 0.0323, 0.1026],
  "lumo_ev": [0.09, 0.09],
  "s_squared": 8.7582,
  "charge": 0,
  "multiplicity": 6,
  "orbital_gap_ev": [6.4, 6.4]
}

No. 2
{
  "formula": "C53H52As2CaClNO5S",
  "method": "ωB97M-V/def2-TZVPD",
  "species": ["Ca", "O", "C", "O", "C", "O", "C", "C", "O", "O", "H", "H", "H", "H", "H", "S", "C", "C", "C", "C", "C", "C", "As", "C", "C", "C", "C", "C", "C", "C", "C", "C", "C", "C", "C", "H", "H", "H", "H", "H", "H", "H", "H", "H", "H", "H", "H", "H", "H", "Cl", "C", "C", "C", "C", "C", "C", "C", "H", "H", "H", "H", "H", "H", "C", "C", "C", "C", "C", "C", "As", "N", "C", "C", "C", "C", "C", "C", "C", "C", "C", "C", "C", "C", "C", "C", "C", "C", "C", "C", "H", "H", "H", "H", "H", "H", "H", "H", "H", "H", "H", "H", "H", "H", "H", "H", "H", "H", "H", "H", "H", "H", "H", "H", "H", "H", "H"],
  "positions_angstrom": [[0.8678, 0.0795, -0.0894], [-1.3250, -0.8248, 3.3718], [-0.0501, -0.5487, 2.8936], [0.0133, 0.2614, 1.9046], [0.8196, -0.3308, 4.1204], [2.1850, -0.4838, 3.8471], [2.5133, -1.8185, 3.5516], [1.5323, -2.5757, 2.6699], [1.7965, -3.7097, 2.3289], [0.4244, -1.9719, 2.2892], [-1.8727, -0.9418, 2.5736], [0.4925, -1.0187, 4.9117], [0.6599, 0.6959, 4.4523], [2.6325, -2.4146, 4.4679], [3.4585, -1.8036, 3.0093], [3.9881, 0.0309, 0.8130], [4.8780, 0.8756, 2.0675], [6.1517, 0.4245, 2.4615], [6.9280, 1.1168, 3.3743], [6.4693, 2.3031, 3.9399], [5.2088, 2.7647, 3.5842], [4.4203, 2.0639, 2.6786], [2.5846, 2.5176, 2.2682], [2.7704, 3.2618, 0.4675], [4.0009, 3.4823, -0.1457], [4.0566, 3.9705, -1.4411], [2.8858, 4.2429, -2.1400], [1.6578, 4.0189, -1.5413], [1.6002, 3.5242, -0.2398], [2.4410, 4.2361, 3.2478], [2.1910, 4.1485, 4.6174], [2.0235, 5.2871, 5.3939], [2.0871, 6.5442, 4.8037], [2.3244, 6.6457, 3.4399], [2.5041, 5.5002, 2.6694], [6.5208, -0.4909, 2.0136], [7.9058, 0.7302, 3.6421], [7.0761, 2.8564, 4.6466], [4.8351, 3.6844, 4.0203], [4.9122, 3.2430, 0.3894], [5.0188, 4.1174, -1.9180], [2.9338, 4.6028, -3.1608], [0.7377, 4.1956, -2.0795], [0.6244, 3.3545, 0.2128], [2.1271, 3.1719, 5.0875], [1.8332, 5.1900, 6.4563], [1.9480, 7.4361, 5.4030], [2.3719, 7.6200, 2.9674], [2.6939, 5.5971, 1.6065], [0.3684, -0.4924, -4.6651], [1.7139, -1.3872, -3.9501], [1.9606, -2.6460, -4.4694], [2.9932, -3.4266, -3.9707], [3.7800, -2.8821, -2.9510], [3.5310, -1.6238, -2.4483], [2.4567, -0.8010, -2.8985], [2.1472, 0.4408, -2.2559], [1.3193, -3.0107, -5.2631], [3.1778, -4.4183, -4.3630], [4.5981, -3.4581, -2.5319], [4.1567, -1.2360, -1.6516], [1.5348, 1.1208, -2.8461], [3.0076, 0.9326, -1.8004], [-1.7848, -7.1730, -2.6637], [-1.8813, -5.8467, -1.9581], [-3.0432, -5.4521, -1.3194], [-3.1562, -4.2126, -0.6898], [-4.4604, -3.9468, 0.0287], [-2.0780, -3.3136, -0.7177], [-2.3852, -1.5278, 0.0994], [-1.2691, -0.4212, -0.8688], [-1.7052, 0.8952, -0.9463], [-1.3481, 1.6468, -2.0850], [-1.7315, 2.9742, -2.2252], [-2.4645, 3.6222, -1.2399], [-2.8034, 2.9058, -0.0950], [-2.4325, 1.5807, 0.0552], [-4.0707, -1.0625, -0.8326], [-5.1378, -0.5704, -0.0772], [-5.1126, -0.4491, 1.4283], [-6.3041, -0.1424, -0.7165], [-6.4367, -0.1895, -2.0911], [-7.6885, 0.2912, -2.7762], [-5.3680, -0.6831, -2.8305], [-4.1882, -1.1158, -2.2363], [-3.1043, -1.6447, -3.1429], [-0.8488, -3.7617, -1.2397], [0.4729, -3.0589, -1.0658], [-0.7900, -4.9958, -1.8815], [-2.7347, -7.7088, -2.6261], [-1.0224, -7.8116, -2.2118], [-1.5147, -7.0437, -3.7143], [-3.8979, -6.1234, -1.2998], [-4.8996, -4.9000, 0.3308], [-5.1838, -3.4205, -0.5946], [-4.3253, -3.3515, 0.9337], [-0.7849, 1.1454, -2.8608], [-1.4500, 3.5046, -3.1294], [-2.7575, 4.6587, -1.3516], [-3.3541, 3.3883, 0.7056], [-2.6694, 1.0707, 0.9821], [-4.4009, -1.1189, 1.9052], [-6.1024, -0.6605, 1.8397], [-4.8444, 0.5670, 1.7308], [-7.1219, 0.2428, -0.1131], [-8.4352, 0.6140, -2.0493], [-8.1353, -0.4940, -3.3906], [-7.4766, 1.1364, -3.4350], [-5.4440, -0.7241, -3.9138], [-3.2594, -1.2737, -4.1576], [-3.1252, -2.7376, -3.1731], [-2.1119, -1.3418, -2.8107], [0.3122, -1.9944, -0.9752], [1.1385, -3.2241, -1.9107], [0.9562, -3.4253, -0.1550], [0.1611, -5.2970, -2.3114]],
  "lowdin_charge": [1.2265, 0.0148, -0.6748, -0.2825, -0.1321, -0.1398, -0.1245, -0.5181, 0.0622, 0.0425, 0.0120, 0.1351, 0.1281, 0.1320, 0.1020, 0.5440, -0.7407, -0.1471, -0.1279, -0.1317, -0.1251, -0.4325, 1.3416, -0.4290, -0.1109, -0.0908, -0.1003, -0.0912, -0.1340, -0.3796, -0.1391, -0.1083, -0.1212, -0.1046, -0.0971, 0.0842, 0.0854, 0.0802, 0.0843, 0.0993, 0.0954, 0.0936, 0.0836, 0.1018, 0.0965, 0.0915, 0.0870, 0.0915, 0.0931, 0.6423, -0.6045, -0.1739, -0.1567, -0.1282, -0.0804, -0.3836, -0.2359, 0.0855, 0.0753, 0.0907, 0.0489, -0.0075, 0.0048, -0.0657, -0.2831, -0.0408, -0.2862, -0.0674, -0.2617, 1.3355, -0.3820, -0.4691, -0.0620, -0.1294, -0.1359, -0.1075, -0.0766, -0.2875, -0.2974, -0.0864, -0.0324, -0.2821, -0.0668, -0.0237, -0.2437, -0.0518, -0.2323, -0.0281, -0.0152, 0.0635, 0.0739, 0.0738, 0.1044, 0.0711, 0.0773, 0.0569, 0.0456, 0.0931, 0.0807, 0.0922, 0.0761, 0.0296, 0.0716, 0.0759, 0.1071, 0.0645, 0.0713, 0.0749, 0.1115, 0.0724, 0.0802, 0.0416, -0.0049, 0.0623, 0.0895, 0.1207],
  "lumo_ev": 3.99,
  "charge": -2,
  "orbital_gap_ev": 5.5
}

No. 3
{
  "formula": "C2HF3S",
  "method": "ωB97M-V/def2-TZVPD",
  "species": ["C", "C", "H", "F", "F", "F", "S"],
  "positions_angstrom": [[-0.5917, 0.2645, -0.0092], [0.8006, -0.3950, 0.0084], [0.6648, -1.4905, 0.0169], [-1.3105, -0.6126, -0.7600], [-0.7171, 1.6209, -0.4866], [-0.9979, 0.2680, 1.2579], [2.1519, 0.3447, -0.0274]],
  "nbo_charge": [0.9292, -0.4273, 0.2216, -0.3170, -0.3322, -0.3032, 0.2288],
  "smiles": "FC(F)(F)C=S",
  "lumo_ev": -0.91,
  "charge": 0,
  "orbital_gap_ev": 8.7
}

No. 4
{
  "formula": "C11H24AuGeN3O8P2",
  "method": "ωB97M-V/def2-TZVPD",
  "species": ["Au", "C", "C", "O", "P", "O", "O", "O", "P", "O", "O", "O", "H", "H", "H", "H", "H", "H", "H", "C", "N", "C", "C", "C", "N", "C", "O", "N", "H", "H", "H", "H", "H", "H", "H", "C", "Ge", "C", "C", "C", "H", "H", "H", "H", "H", "H", "H", "H", "H", "H"],
  "positions_angstrom": [[0.2163, 0.3733, -0.3849], [0.5414, 0.7725, 2.8136], [1.4761, 1.8168, 2.2518], [2.0476, 2.5549, 3.2971], [2.8398, 1.0974, 1.2427], [3.9970, 2.1639, 1.1958], [3.4829, -0.0904, 2.0829], [2.4961, 0.6203, -0.1330], [0.8438, 3.0886, 1.0209], [-0.3158, 3.8339, 1.8405], [2.0039, 3.9998, 0.8583], [0.2367, 2.4954, -0.2337], [1.0950, 0.1384, 3.5066], [0.1332, 0.1601, 2.0076], [-0.2833, 1.2620, 3.3304], [2.2104, 3.4480, 2.9509], [3.6129, 3.0119, 0.8973], [4.0632, -0.5857, 1.4999], [-1.0940, 3.2687, 1.8129], [-4.7093, 1.7693, 1.5939], [-4.0853, 0.9812, 0.5567], [-4.8029, 0.2558, -0.3155], [-4.2013, -0.4749, -1.2884], [-2.7822, -0.3967, -1.3868], [-2.0985, 0.3172, -0.5064], [-2.6756, 1.0078, 0.5006], [-2.0644, 1.6311, 1.3404], [-2.1306, -0.9994, -2.3781], [-5.7897, 1.7219, 1.4873], [-4.3791, 2.8061, 1.5173], [-4.4144, 1.3897, 2.5739], [-5.8790, 0.2907, -0.2065], [-4.7738, -1.0553, -1.9873], [-2.6226, -1.5980, -3.0189], [-1.1196, -1.0027, -2.3570], [3.6430, -2.0951, -1.2936], [1.7093, -2.4370, -1.6483], [1.5044, -4.4278, -1.6014], [1.2902, -1.7923, -3.4824], [0.4694, -1.6218, -0.4325], [4.2578, -2.6340, -2.0085], [3.9030, -2.4226, -0.2918], [3.8490, -1.0372, -1.3844], [2.1962, -4.8789, -2.3056], [0.5028, -4.7490, -1.8657], [1.7377, -4.8148, -0.6149], [2.0847, -2.0675, -4.1677], [1.2091, -0.7092, -3.4871], [0.3650, -2.2176, -3.8647], [0.2035, -2.1665, 0.4635]],
  "nbo_charge": [1.0694, -0.6266, -0.4530, -0.7121, 2.3334, -0.9939, -0.9745, -1.1170, 2.3605, -0.9956, -1.1613, -1.1693, 0.2296, 0.2109, 0.2343, 0.4989, 0.5457, 0.5100, 0.5176, -0.4001, -0.3969, 0.1252, -0.3838, 0.4807, -0.6032, 0.7851, -0.6632, -0.7458, 0.2062, 0.2291, 0.2242, 0.2212, 0.2321, 0.4064, 0.4357, -1.0579, 1.5238, -1.0658, -1.0863, -0.9729, 0.2252, 0.2138, 0.2462, 0.2245, 0.2200, 0.2254, 0.2356, 0.2302, 0.2114, 0.1666],
  "lumo_ev": [-0.07, -0.53],
  "s_squared": 2.0083,
  "charge": 0,
  "multiplicity": 3,
  "orbital_gap_ev": [7.6, 8.7]
}

No. 5
{
  "formula": "C44H45I2N2O3P2S3Zr",
  "method": "ωB97M-V/def2-TZVPD",
  "species": ["Zr", "I", "C", "C", "C", "I", "C", "O", "C", "C", "N", "C", "C", "C", "C", "C", "C", "N", "C", "H", "H", "H", "H", "H", "H", "H", "H", "H", "H", "H", "O", "P", "C", "P", "O", "C", "C", "C", "C", "C", "C", "C", "C", "C", "C", "C", "C", "C", "C", "C", "C", "C", "C", "C", "C", "C", "C", "C", "C", "H", "H", "H", "H", "H", "H", "H", "H", "H", "H", "H", "H", "H", "H", "H", "H", "H", "H", "H", "H", "H", "H", "C", "C", "S", "C", "C", "S", "C", "C", "S", "H", "H", "H", "H", "H", "H", "H", "H", "H", "H", "H", "H"],
  "positions_angstrom": [[-0.6650, -0.7069, -0.0252], [-4.4371, -7.1058, -0.5520], [-3.7159, -5.1669, -0.6415], [-3.3181, -4.6276, -1.8594], [-2.8352, -3.3250, -1.9234], [-2.3063, -2.5316, -3.7718], [-2.7547, -2.5699, -0.7705], [-2.3179, -1.2526, -0.7792], [-3.1419, -3.1068, 0.4515], [-2.9657, -2.2422, 1.6657], [-1.4996, -1.9046, 1.8426], [-0.7515, -3.1245, 2.2233], [0.4286, -3.3807, 1.3407], [1.2469, -4.4614, 1.6156], [2.3247, -4.7255, 0.7966], [2.5571, -3.8901, -0.2910], [1.7071, -2.8388, -0.5100], [0.6419, -2.5648, 0.2877], [-3.6238, -4.4040, 0.5172], [-3.3892, -5.2169, -2.7637], [-3.5028, -1.3093, 1.5312], [-3.3329, -2.7298, 2.5689], [-1.4146, -1.2244, 2.6051], [-0.4408, -3.0750, 3.2675], [-1.4132, -3.9868, 2.1342], [1.0243, -5.0921, 2.4671], [2.9735, -5.5688, 0.9970], [3.3852, -4.0577, -0.9655], [1.8550, -2.1798, -1.3493], [-3.9382, -4.8164, 1.4692], [0.2623, -0.7108, -1.8260], [0.6475, 0.5013, -2.7423], [2.1291, 1.1641, -1.9428], [1.9290, 1.3292, -0.1365], [0.4274, 1.0515, 0.2260], [2.4225, 2.9622, 0.3135], [3.7808, 3.2939, 0.2819], [4.1696, 4.5916, 0.5661], [3.2141, 5.5529, 0.8795], [1.8663, 5.2226, 0.9073], [1.4657, 3.9266, 0.6209], [2.9718, 0.0970, 0.6035], [4.2229, -0.2099, 0.0564], [5.0576, -1.1093, 0.7001], [4.6502, -1.7060, 1.8881], [3.4116, -1.4001, 2.4389], [2.5781, -0.4908, 1.8067], [-0.5801, 1.7674, -2.7294], [-1.9257, 1.4075, -2.6274], [-2.8994, 2.3956, -2.6415], [-2.5370, 3.7274, -2.7895], [-1.1971, 4.0859, -2.9168], [-0.2136, 3.1122, -2.8828], [1.0290, -0.0456, -4.3644], [1.4810, -1.3551, -4.5599], [1.8379, -1.7643, -5.8328], [1.7472, -0.8741, -6.8989], [1.2904, 0.4236, -6.7048], [0.9229, 0.8444, -5.4365], [2.3990, 2.1279, -2.3704], [2.9367, 0.4616, -2.1581], [4.5397, 2.5506, 0.0634], [5.2191, 4.8529, 0.5526], [3.5248, 6.5646, 1.1052], [1.1281, 5.9745, 1.1540], [0.4193, 3.6713, 0.6308], [4.5528, 0.2327, -0.8770], [6.0261, -1.3426, 0.2779], [5.3094, -2.3997, 2.3945], [3.1091, -1.8540, 3.3742], [1.6426, -0.2073, 2.2753], [-2.2261, 0.3610, -2.5629], [-3.9419, 2.1190, -2.5536], [-3.3011, 4.4933, -2.8191], [-0.9206, 5.1243, -3.0435], [0.8216, 3.4121, -2.9771], [1.5183, -2.0565, -3.7356], [2.1757, -2.7783, -6.0006], [2.0242, -1.2003, -7.8931], [1.2084, 1.1026, -7.5429], [0.5420, 1.8478, -5.2923], [-4.0011, 0.4228, 3.6029], [-4.1801, 1.1309, 2.2564], [-2.8205, 1.1983, 1.0378], [-1.9720, 2.7373, 1.3929], [-1.3001, 2.8430, 2.7507], [-0.3401, 1.3820, 3.2627], [-0.6301, 1.3792, 5.0468], [-1.9005, 0.6849, 5.5083], [-3.4628, 1.4420, 4.9978], [-3.3497, -0.4452, 3.5343], [-4.9868, 0.0545, 3.8904], [-4.4700, 2.1725, 2.3971], [-4.9849, 0.6512, 1.6971], [-2.7046, 3.5396, 1.2914], [-1.2726, 2.8337, 0.5643], [-2.0578, 2.9965, 3.5166], [-0.6312, 3.7036, 2.7506], [-0.5890, 2.4113, 5.3948], [0.2382, 0.8671, 5.4660], [-1.9258, 0.6978, 6.5994], [-1.9079, -0.3650, 5.2042]],
  "lowdin_charge": [1.7783, 0.9929, -0.7305, -0.1924, -0.6263, 1.0638, -0.3641, -0.3839, -0.1738, -0.1221, -0.1251, -0.1016, -0.2335, 0.0179, 0.0134, -0.0098, -0.1008, -0.0014, -0.0936, 0.0935, 0.0784, 0.1444, 0.0663, 0.1502, 0.1376, 0.1417, 0.1371, 0.1307, 0.0912, 0.1145, -0.5245, 0.8367, -0.2475, 0.8654, -0.5370, -0.2879, -0.0538, -0.0336, -0.0247, -0.0374, -0.0644, -0.2998, -0.0762, -0.0346, -0.0310, -0.0477, -0.0915, -0.3105, -0.0849, -0.0410, -0.0258, -0.0363, -0.0736, -0.3038, -0.0846, -0.0408, -0.0224, -0.0333, -0.0467, 0.0874, 0.0782, 0.1094, 0.1252, 0.1267, 0.1220, 0.0714, 0.1101, 0.1262, 0.1267, 0.1215, 0.0467, 0.0540, 0.1260, 0.1254, 0.1242, 0.1095, 0.0953, 0.1222, 0.1267, 0.1250, 0.1114, -0.5130, -0.4492, 0.8712, -0.5192, -0.4900, 0.8584, -0.5098, -0.5217, 0.9285, 0.0371, 0.0847, 0.0909, 0.0841, 0.1022, 0.0296, 0.0365, 0.0797, 0.0931, 0.0814, 0.0848, 0.0702],
  "lumo_ev": -8.05,
  "charge": 3,
  "orbital_gap_ev": 6.7
}